A structure of composition C2HFN2OS at a distorted geometry. Source: OMol25; level of theory: the ωB97M-V functional and the def2-TZVPD basis.

Cartesian coordinates (Å):
C: -1.174 -0.427 -0.117
C: 0.926 -0.297 0.095
H: 0.800 1.787 0.138
N: -1.008 0.783 -0.279
N: 0.285 0.838 0.220
O: -0.105 -1.124 0.221
F: -2.356 -0.970 -0.118
S: 2.631 -0.590 -0.160

Total energy ... -759.5466 Eh
Max |F| ... 0.145 Eh/bohr
Energy above the lowest of the compared OMol25 structures with the same formula, charge and spin ... 114.9 kJ/mol
Lowest unoccupied orbital energy ... 0.3 eV
Charge ... 0
Gap between HOMO and LUMO ... 9.3 eV

Atomic partial charges in e from the natural (NBO) method, atoms 1 to 5: 0.81, 0.39, 0.43, -0.31, -0.43